(1)
Formula: C2H10NO
Source: the OMol25 dataset
Level of theory: ωB97M-V/def2-TZVPD

Atoms and positions in Å:
O: 1.305 0.287 -0.944
N: -0.020 -0.630 1.498
C: -1.542 -0.552 1.368
C: 0.855 1.049 -2.092
H: 0.675 0.491 -3.004
H: -0.022 1.561 -1.691
H: -1.796 -0.183 0.376
H: -1.897 0.074 2.181
H: 1.597 1.809 -2.311
H: 0.170 -1.631 1.501
H: 0.385 -0.068 2.238
H: 1.878 -0.392 -1.278
H: 0.406 -0.289 0.618
H: -1.992 -1.528 1.540

Results
- HOMO level (eV) = -14.9
- net charge = +1
- gap between HOMO and LUMO (eV) = 11.3

natural (NBO) atomic charge list, values in e, 4 entries: atom 1 (O): -0.7744, atom 2 (N): -0.6996, atom 3 (C): -0.4228, atom 4 (C): -0.2541

---

(2)
Formula: C2H10NO
Source: the OMol25 dataset
Level of theory: ωB97M-V/def2-TZVPD

Atoms and positions in Å:
O: 0.115 -1.210 0.557
N: 0.489 1.196 -0.914
C: -0.845 -2.178 0.058
C: 0.333 1.845 0.378
H: 1.045 1.699 -1.599
H: -0.652 -3.147 0.511
H: 0.266 1.124 1.183
H: -1.834 -1.791 0.284
H: -0.509 2.502 0.568
H: -0.669 -2.257 -1.010
H: 1.241 2.373 0.667
H: -0.397 0.928 -1.335
H: 0.414 -1.396 1.474
H: 1.003 0.312 -0.821

Results
- HOMO level (eV) = -14.7
- net charge = +1
- gap between HOMO and LUMO (eV) = 11.1

natural (NBO) atomic charge list, values in e, 4 entries: atom 1 (O): -0.8068, atom 2 (N): -0.6605, atom 3 (C): -0.2485, atom 4 (C): -0.4598

---

Quick ranking, most stable first: (1), (2).